{
  "formula": "C46H85N2O19P",
  "method": "ωB97M-V/def2-TZVPD",
  "symbols": ["C", "C", "C", "C", "C", "C", "N", "C", "O", "C", "C", "C", "C", "C", "P", "N", "O", "O", "C", "C", "O", "C", "C", "H", "H", "H", "H", "H", "H", "H", "H", "H", "H", "H", "H", "H", "H", "H", "C", "O", "C", "C", "O", "C", "C", "O", "C", "H", "H", "H", "H", "H", "H", "H", "H", "H", "H", "H", "H", "H", "H", "C", "O", "C", "C", "O", "C", "C", "O", "C", "H", "H", "H", "H", "H", "H", "H", "H", "H", "H", "H", "H", "H", "H", "C", "O", "C", "C", "O", "C", "C", "O", "C", "H", "H", "H", "H", "H", "H", "H", "H", "H", "H", "H", "H", "H", "H", "C", "O", "C", "C", "O", "C", "C", "O", "C", "H", "H", "H", "H", "H", "H", "H", "H", "H", "H", "H", "H", "H", "H", "C", "O", "C", "C", "O", "C", "C", "O", "C", "H", "H", "H", "H", "H", "H", "H", "H", "H", "H", "H", "H", "H", "H"],
  "xyz": [[3.8566, 1.4586, 1.3785], [2.5853, 2.0750, 0.5974], [1.9833, 1.2204, -0.5497], [0.7332, 1.7832, -1.2750], [0.1062, 3.1484, -0.8679], [-1.2203, 3.6131, -1.6553], [-2.4013, 3.5766, -0.7486], [-2.8902, 4.8331, -0.1996], [-2.3858, 5.9742, -0.1704], [-4.2815, 4.3911, 0.4478], [-5.2894, 5.1763, 1.3122], [-6.5777, 4.4439, 1.7928], [-6.8355, 2.9453, 1.4562], [-5.7823, 2.1827, 0.5732], [-6.0995, 0.3744, 0.1679], [-6.3876, 0.2626, -1.3956], [-7.5261, -0.1009, 0.9897], [-4.8075, -0.6303, 0.6903], [-4.5251, 2.9096, 0.0551], [-3.3213, 2.4340, -0.8735], [-3.2138, 1.3861, -1.5600], [0.7775, 3.9849, 0.2601], [2.0387, 3.4638, 1.0226], [3.4230, 0.6942, 2.1321], [4.5695, 0.8849, 0.6999], [4.4325, 2.2590, 1.9708], [2.3951, 0.2137, -0.8733], [0.2304, 1.2074, -2.1312], [-1.0265, 4.7038, -1.9661], [-1.3779, 2.9999, -2.6178], [-5.0505, 6.2700, 1.5660], [-7.3452, 5.0281, 2.4047], [-7.7940, 2.4458, 1.8294], [-6.2828, 1.2229, -1.7630], [-8.1757, -0.3749, 0.2950], [-5.0344, -1.0724, 1.5392], [0.3539, 5.0034, 0.5557], [2.5580, 4.0517, 1.8592], [-5.0243, 2.7248, -3.9603], [-5.3745, 2.8497, -5.3255], [-4.4949, 2.1232, -6.1771], [-5.2030, 1.7316, -7.4686], [-6.0829, 0.6162, -7.3163], [-7.3028, 0.8712, -6.6156], [-8.2955, 1.7076, -7.4144], [-7.9411, 3.0863, -7.3594], [-8.4465, 3.8157, -8.4612], [-4.0300, 3.1458, -3.7768], [-5.7611, 3.2724, -3.3685], [-5.0507, 1.6737, -3.6537], [-4.1349, 1.2179, -5.6747], [-3.6425, 2.7738, -6.4070], [-4.4408, 1.4014, -8.1811], [-5.7154, 2.5784, -7.9277], [-7.1092, 1.2977, -5.6303], [-7.7503, -0.1135, -6.4502], [-9.2966, 1.6059, -6.9795], [-8.3115, 1.3579, -8.4510], [-8.0517, 3.4129, -9.3999], [-8.1135, 4.8503, -8.3658], [-9.5383, 3.7898, -8.4695], [0.9156, -1.9413, 4.3170], [2.1992, -1.8656, 4.9095], [2.1444, -1.4434, 6.2683], [3.3484, -1.9694, 7.0406], [3.2355, -3.3491, 7.3963], [3.3945, -4.2869, 6.3291], [4.8317, -4.4006, 5.8340], [5.1458, -3.3151, 4.9672], [6.5354, -3.0526, 4.9162], [0.4461, -0.9526, 4.2929], [1.0319, -2.3058, 3.2950], [0.2816, -2.6481, 4.8633], [1.2253, -1.8026, 6.7453], [2.1522, -0.3470, 6.2759], [3.3971, -1.4303, 7.9918], [4.2868, -1.7720, 6.5199], [2.6973, -4.0800, 5.5158], [3.1075, -5.2545, 6.7516], [4.9516, -5.3272, 5.2606], [5.5104, -4.4131, 6.6925], [6.9131, -2.7971, 5.9118], [6.6959, -2.1966, 4.2590], [7.0739, -3.9156, 4.5187], [7.7612, 5.5825, -3.3176], [6.7952, 4.6617, -3.7874], [6.8583, 3.4144, -3.1032], [5.5015, 2.7199, -3.1300], [4.5690, 3.2606, -2.1928], [4.0212, 4.5400, -2.5166], [3.0274, 4.4970, -3.6709], [3.7152, 4.4431, -4.9179], [2.9264, 3.8693, -5.9421], [8.7725, 5.2050, -3.5007], [7.6279, 6.5213, -3.8578], [7.6181, 5.7776, -2.2492], [7.1666, 3.5628, -2.0618], [7.6011, 2.7917, -3.6162], [5.6515, 1.6812, -2.8195], [5.0776, 2.6888, -4.1350], [4.8099, 5.2755, -2.6836], [3.4799, 4.8560, -1.6197], [2.4194, 5.4094, -3.6678], [2.3765, 3.6251, -3.5550], [2.6442, 2.8445, -5.6786], [3.5246, 3.8360, -6.8540], [2.0333, 4.4722, -6.1211], [9.3192, -1.1544, 10.6652], [8.5144, -2.2188, 11.1357], [8.0148, -1.9810, 12.4481], [6.7131, -2.7419, 12.6715], [5.5816, -2.1220, 12.0580], [5.5025, -2.2249, 10.6341], [5.1552, -3.6265, 10.1466], [6.3112, -4.4620, 10.1726], [5.9802, -5.8337, 10.2682], [10.2077, -1.0378, 11.2942], [9.6321, -1.3886, 9.6462], [8.7465, -0.2208, 10.6428], [7.8376, -0.9105, 12.6033], [8.7724, -2.3301, 13.1599], [6.5000, -2.7315, 13.7447], [6.7962, -3.7895, 12.3781], [6.4077, -1.8409, 10.1607], [4.6863, -1.5570, 10.3427], [4.8048, -3.5801, 9.1101], [4.3666, -4.0449, 10.7792], [5.4147, -6.0275, 11.1857], [6.9086, -6.4055, 10.3111], [5.4038, -6.1505, 9.3960], [-4.0579, -7.6096, -6.1619], [-4.7771, -6.5734, -6.8026], [-6.1682, -6.6124, -6.5001], [-6.7829, -5.2233, -6.6264], [-6.4986, -4.3740, -5.5135], [-5.1620, -3.8729, -5.4289], [-4.8464, -2.8132, -6.4778], [-4.5690, -3.4264, -7.7353], [-4.8061, -2.5539, -8.8245], [-4.4009, -8.5886, -6.5122], [-3.0010, -7.4931, -6.4078], [-4.1674, -7.5375, -5.0743], [-6.3294, -6.9866, -5.4825], [-6.6445, -7.2926, -7.2164], [-7.8711, -5.3386, -6.6294], [-6.5156, -4.7418, -7.5684], [-4.4349, -4.6865, -5.4388], [-5.0937, -3.4008, -4.4443], [-3.9526, -2.2529, -6.1794], [-5.6936, -2.1270, -6.5654], [-5.8539, -2.2368, -8.8386], [-4.6004, -3.0980, -9.7479], [-4.1492, -1.6834, -8.7669]],
  "atomic_forces_ev_per_a": [[-1.1523, -0.0012, 0.2948], [-0.8490, 0.5182, -1.0357], [-2.3663, 4.0473, 0.8010], [1.3286, 1.7640, 2.5195], [2.7421, -1.6746, 1.0956], [2.0518, 0.6877, 0.2812], [0.2681, 0.2091, -1.9032], [-1.3095, 0.3609, 1.1354], [-1.1638, -4.2198, -0.4949], [-2.5959, -1.7509, 0.6960], [-0.1079, -3.4017, -1.1687], [2.2597, -1.6900, -1.8631], [3.2659, 2.4386, -1.2681], [0.3842, 2.7284, 1.7372], [-0.7029, -0.6367, -1.9798], [0.5946, 0.6357, 1.8775], [2.1688, 0.3158, -0.7325], [-3.0174, 1.5685, 0.2875], [-2.1459, 1.8611, 2.0583], [-0.9849, -0.6617, 0.0427], [0.1214, 4.5235, 2.7761], [1.3047, -2.7012, -0.5645], [-2.0411, -2.5706, -3.4428], [0.8317, 1.2029, -1.0743], [-1.0228, 0.9490, 0.7346], [-0.9333, -1.1905, -1.0216], [-0.4274, 1.5773, 0.6611], [0.8948, 0.8855, 1.5027], [-0.5950, -1.5670, 0.4852], [0.1110, 0.7390, 1.7921], [-0.5858, -1.9449, -0.3786], [1.2761, -1.0109, -0.9840], [1.7520, 0.6671, -0.6976], [-0.0434, -0.7724, -0.0283], [0.9711, 0.3871, 0.4525], [0.1891, 0.3593, -0.5992], [0.5441, -1.6226, -0.5687], [-1.0020, -0.9752, -1.5141], [-0.1661, -0.0270, -0.2703], [-0.0328, -0.1923, 0.1318], [-0.4042, 0.3313, -0.0961], [0.1620, -0.2645, 0.0939], [-0.0619, 0.3047, 0.0958], [-0.0832, -0.1730, -0.2401], [0.2541, 0.3400, 0.4911], [0.1149, -0.0344, -0.2835], [0.1859, -0.0700, 0.3106], [0.0720, -0.0619, 0.1174], [0.0404, 0.0733, -0.1173], [0.1914, 0.0065, 0.0672], [-0.0012, -0.0134, -0.0283], [0.1680, -0.1419, -0.0949], [-0.0202, -0.0864, 0.0996], [-0.0348, 0.0954, 0.2437], [-0.0565, 0.2134, -0.1130], [0.0537, 0.0214, -0.1147], [-0.0757, -0.2228, -0.0732], [-0.0008, -0.0612, -0.0513], [-0.1189, -0.0231, -0.0889], [-0.0370, -0.0959, 0.0931], [-0.1196, 0.0204, -0.1537], [0.2953, 0.0570, 0.0092], [-0.1978, -0.2272, 0.1014], [0.4332, -0.0690, -0.3510], [-0.2460, -0.0279, 0.1731], [-0.0011, 0.1223, -0.3925], [0.1765, -0.1232, 0.2189], [-0.3541, 0.3138, -0.4419], [0.1084, 0.1155, 0.2468], [-0.3227, 0.0491, -0.0510], [-0.1518, -0.0402, -0.0074], [0.0873, 0.0893, 0.0886], [-0.1039, 0.0804, 0.0288], [0.0243, 0.0017, 0.0335], [-0.0695, 0.0539, 0.2263], [-0.1014, -0.0856, -0.0015], [-0.1342, -0.0211, -0.2268], [0.2049, 0.1214, -0.1111], [0.0837, 0.0794, 0.0871], [0.0102, -0.1807, 0.1748], [0.0298, -0.0352, 0.0794], [0.1177, -0.0955, 0.0244], [-0.0970, -0.1058, -0.0052], [0.1819, -0.0472, 0.0329], [-0.2017, -0.1451, -0.2093], [-0.0059, 0.1219, 0.3004], [-0.2956, 0.1436, -0.4690], [0.0607, 0.0100, 0.3220], [0.1614, 0.1350, -0.2868], [-0.2714, -0.1887, 0.1313], [0.5310, 0.2675, -0.1709], [-0.0564, -0.2908, -0.0206], [0.3025, 0.1469, 0.1765], [0.0836, 0.0722, 0.1142], [-0.0180, -0.1408, -0.0352], [0.1273, -0.0280, 0.0459], [-0.0250, -0.0291, 0.0079], [0.0500, -0.1733, 0.1558], [0.0127, 0.0855, 0.0972], [0.1352, 0.2239, -0.0548], [-0.0339, -0.0446, -0.2716], [-0.0463, -0.1754, -0.0323], [-0.1643, -0.0247, 0.1823], [-0.0424, -0.0495, 0.0852], [-0.1506, -0.0113, -0.0156], [-0.0101, 0.0903, 0.1018], [-0.1748, -0.0554, -0.0751], [-0.1129, -0.3061, 0.0394], [-0.1150, 0.2969, -0.0727], [-0.0238, -0.4709, -0.3134], [-0.0716, 0.2942, 0.0958], [0.2635, -0.1093, -0.1448], [-0.2755, -0.1631, 0.1482], [0.5765, 0.2113, -0.2603], [-0.0024, -0.1718, 0.2879], [0.2171, 0.3392, -0.0179], [0.0348, 0.1548, -0.0219], [-0.0242, -0.0814, 0.1173], [0.0858, 0.0817, 0.0748], [-0.0280, -0.0144, 0.0215], [-0.0645, 0.1004, 0.2049], [-0.0166, 0.1182, -0.0663], [0.1801, 0.0770, -0.1857], [0.0789, -0.2422, -0.0208], [-0.0347, -0.0861, 0.1197], [-0.2653, 0.0744, 0.1194], [-0.0663, 0.0152, 0.0413], [-0.1293, -0.0807, -0.0457], [-0.0328, 0.1101, -0.0657], [-0.1431, -0.1527, -0.0142], [-0.0811, 0.2312, -0.2286], [0.0407, -0.0329, 0.3201], [0.2821, 0.3215, -0.3776], [-0.0933, -0.0776, 0.2966], [0.2001, -0.1359, -0.2490], [-0.1526, 0.2718, 0.0475], [0.2336, -0.5398, -0.1449], [-0.2523, 0.0391, -0.0803], [0.0438, -0.3075, 0.1898], [0.0338, -0.0968, 0.1232], [-0.1232, 0.0275, -0.0719], [-0.0432, -0.1289, 0.0275], [-0.0285, 0.0252, -0.0009], [-0.2124, -0.0495, 0.0948], [0.0587, -0.0246, 0.1184], [0.2334, -0.1387, 0.0049], [0.0227, 0.0446, -0.2526], [-0.1316, 0.0365, -0.0837], [-0.0871, 0.1627, 0.1800], [-0.0026, 0.0777, 0.0297], [0.0319, 0.1940, 0.0048], [0.0725, -0.0269, 0.1301], [-0.0605, 0.1945, -0.0653]],
  "homo_ev": -8.5,
  "e_lumo_ev": -1.314,
  "charge": 0,
  "max_force_ev_per_a": 5.3,
  "e_tot_ha": -3683.63275
}